Molecular formula: C6H9N2S
Method: DFT, ωB97M-V/def2-TZVPD

```
! wB97M-V def2-TZVPD RIJCOSX def2/J DEFGRID3
* xyz 1 3
C 0.30 1.11 -2.14
H -3.34 -1.33 2.34
H 2.38 1.68 1.24
H -1.36 -3.63 0.99
H -0.77 -1.64 -0.45
H 2.58 1.45 -0.35
C 1.81 1.66 0.33
C -2.60 -1.92 1.85
C -1.96 -2.96 1.63
H -0.68 1.17 -2.69
H 0.56 2.12 -1.74
S -0.15 -1.00 2.30
H 1.41 2.57 0.15
C 0.86 0.58 0.31
N 0.48 -0.10 1.30
H 1.03 0.84 -2.93
N -0.59 -0.83 -1.14
C 0.05 0.22 -0.99
*
```

Its LUMO energy (alpha / beta) is -0.17639 / -0.28771 Eh. As for the expectation value of S²: 2.02. As for the energy above the lowest of the compared OMol25 structures with the same formula, charge and spin: 238.6 kJ/mol. For the HOMO-LUMO gap (alpha / beta), the calculation gives 7.677 / 6.001 eV.